C52H69Br2InN4P3 as an isolated structure. Source: the Open Molecules 2025 dataset; level of theory: ωB97M-V with the def2-TZVPD basis set.

The value obtained for the HOMO energy is -15.4 eV. As for the energy above the lowest of the compared OMol25 structures with the same formula, charge and spin: 0.0 kJ/mol. Its HOMO-LUMO gap is 7.431 eV. Its charge is +3.

Cartesian coordinates (Å):
In1 0.3578 0.2972 -0.1682
C1 -0.0498 0.7340 7.1512
C2 -0.7292 -0.3422 6.3058
C3 -0.2609 -1.7274 6.7833
C4 -2.2528 -0.2237 6.4712
C5 -0.3937 -0.2128 4.8320
C6 -0.9350 -1.0987 3.8980
C7 -0.6223 -0.9644 2.5671
N1 0.1911 -0.0141 2.0926
C8 0.7492 0.8379 2.9728
C9 0.4641 0.7619 4.3256
C10 1.6863 1.8474 2.4115
C11 2.4664 2.6752 3.1992
C12 3.3509 3.5884 2.6190
C13 3.3994 3.6013 1.2249
C14 2.5931 2.7401 0.5074
N2 1.7455 1.8855 1.0767
C15 4.1957 4.4990 3.4939
C16 5.1245 5.3852 2.6651
C17 5.0438 3.6356 4.4402
C18 3.2495 5.3922 4.3137
H1 -0.3263 0.5957 8.1952
H2 -0.3651 1.7390 6.8636
H3 1.0387 0.6701 7.0960
H4 -0.4935 -1.8400 7.8416
H5 0.8170 -1.8439 6.6609
H6 -0.7601 -2.5358 6.2482
H7 -2.5091 -0.3235 7.5252
H8 -2.7862 -1.0049 5.9289
H9 -2.6135 0.7475 6.1286
H10 -1.5960 -1.9003 4.1972
H11 -1.0157 -1.6553 1.8356
H12 0.9131 1.4723 5.0002
H13 2.4074 2.6127 4.2749
H14 4.0633 4.2665 0.6936
H15 2.6308 2.7248 -0.5771
H16 5.8262 4.7975 2.0704
H17 5.7122 6.0110 3.3348
H18 4.5705 6.0532 2.0033
H19 5.7155 2.9812 3.8830
H20 4.4328 3.0221 5.1029
H21 5.6533 4.2838 5.0686
H22 2.6304 6.0128 3.6641
H23 3.8373 6.0534 4.9492
H24 2.5947 4.8080 4.9616
C19 -3.2031 0.5043 1.3568
P1 -2.3988 0.4203 -0.2767
C20 -3.2810 -0.9266 -1.1461
C21 -2.9890 1.9221 -1.1154
C22 -4.3140 1.9317 -1.5543
C23 -4.8209 3.0172 -2.2493
C24 -3.9984 4.0983 -2.5257
C25 -2.6867 4.1049 -2.0779
C26 -2.1681 3.0308 -1.3566
P2 -0.4899 3.0594 -0.6562
C27 0.3283 4.4552 -1.4915
C28 -0.7876 3.7381 1.0202
H25 -4.2522 0.7674 1.2128
H26 -2.7349 1.2681 1.9774
H27 -3.1485 -0.4538 1.8711
H28 -3.4442 -0.6483 -2.1860
H29 -4.2520 -1.1013 -0.6821
H30 -2.7103 -1.8514 -1.1178
H31 -4.9655 1.0895 -1.3608
H32 -5.8507 3.0137 -2.5784
H33 -4.3799 4.9438 -3.0815
H34 -2.0726 4.9670 -2.2955
H35 0.4222 4.2648 -2.5603
H36 1.3239 4.5887 -1.0706
H37 -0.2219 5.3828 -1.3340
H38 -1.5411 4.5250 0.9905
H39 0.1430 4.1546 1.4098
H40 -1.1186 2.9545 1.7036
Br1 6.8582 -0.4063 -2.4443
C29 5.1166 -0.2417 -1.8094
C30 4.8532 -0.2467 -0.4453
C31 3.5443 -0.1225 -0.0389
N3 2.5156 -0.0060 -0.8882
C32 2.7683 0.0045 -2.2069
C33 4.0571 -0.1063 -2.6985
C34 1.5909 0.1465 -3.1071
C35 1.7194 0.1753 -4.4852
C36 0.5843 0.3228 -5.2728
Br2 0.7260 0.3550 -7.1282
C37 -0.6511 0.4484 -4.6508
C38 -0.6885 0.4043 -3.2744
N4 0.3945 0.2505 -2.5083
H41 5.6450 -0.3465 0.2824
H42 3.3073 -0.1172 1.0148
H43 4.2597 -0.0922 -3.7573
H44 2.6806 0.0839 -4.9649
H45 -1.5603 0.5732 -5.2205
H46 -1.6367 0.5032 -2.7678
C39 0.2455 -5.3969 -2.0620
C40 0.3397 -3.8924 -1.8014
C41 1.6660 -3.3618 -2.3477
C42 -0.8161 -3.2227 -2.5559
P3 0.1625 -3.3086 -0.0196
C43 -1.3334 -4.1935 0.5683
C44 -2.4771 -3.4879 0.9345
C45 -3.6201 -4.1340 1.3870
C46 -3.6352 -5.5152 1.4899
C47 -2.5030 -6.2387 1.1398
C48 -1.3678 -5.5871 0.6853
C49 1.5643 -3.9955 1.0540
C50 1.0622 -4.1595 2.4931
C51 2.1946 -5.3176 0.6046
C52 2.6575 -2.9235 1.0478
H47 0.3846 -5.5641 -3.1327
H48 -0.7344 -5.7911 -1.8012
H49 1.0082 -5.9727 -1.5433
H50 1.6922 -3.4867 -3.4328
H51 2.5260 -3.8911 -1.9367
H52 1.7823 -2.3021 -2.1240
H53 -0.7304 -3.4469 -3.6215
H54 -0.8017 -2.1371 -2.4368
H55 -1.7824 -3.6027 -2.2170
H56 -2.4938 -2.4080 0.8603
H57 -4.4963 -3.5595 1.6587
H58 -4.5203 -6.0268 1.8420
H59 -2.5035 -7.3172 1.2188
H60 -0.5044 -6.1796 0.4233
H61 0.3328 -4.9609 2.5895
H62 0.6168 -3.2437 2.8832
H63 1.9151 -4.4060 3.1293
H64 1.4940 -6.1496 0.6125
H65 2.9895 -5.5672 1.3112
H66 2.6493 -5.2560 -0.3832
H67 2.2761 -1.9851 1.4624
H68 3.0334 -2.7442 0.0387
H69 3.4990 -3.2469 1.6646